Below is a structure of composition C11H17Hg2NO8S, with properties calculated with the ωB97M-V functional and the def2-TZVPD basis.

Results
Charge: +2
Molar mass, u: 724.50

Last column: natural (NBO) charge in e.
Geometry (Å):
O: 2.21293 -2.75132 -6.26696  -0.318
N: 1.55522 -1.72316 -6.40625  0.505
C: 1.30645 2.51454 -0.13046  -0.623
H: -1.18774 -0.22490 0.58175  0.233
O: -3.14211 0.33420 0.94086  -0.711
O: 0.55850 -0.03930 4.86453  -0.674
C: 0.40795 0.15144 -2.64162  -0.192
H: 0.47684 4.36886 -0.07884  0.195
H: 0.92786 1.49240 -0.13245  0.206
H: -0.35114 -1.60554 -2.08652  0.205
Hg: -3.04591 2.82124 0.79615  1.205
H: 0.09793 0.51392 -1.67265  0.202
H: 0.10810 -0.82883 2.99156  0.194
H: 1.84606 0.81594 -5.67026  0.266
H: -2.07266 -1.24499 1.59333  0.214
Hg: -5.19372 0.06303 2.14270  0.984
C: 1.34764 0.28320 -4.87391  -0.209
O: 1.99076 -1.23287 6.72614  -0.822
O: -1.08891 3.15668 -0.21299  -0.611
C: 1.08033 -1.08513 -5.15440  0.103
C: 0.23549 3.40275 -0.52211  -0.104
H: -1.18497 -2.86673 4.57611  0.210
C: 0.13200 -1.19613 -2.96137  -0.202
C: -0.20427 -0.93874 4.03005  -0.094
O: 0.01762 0.32493 7.35815  -0.818
H: 2.26662 2.61952 -0.63558  0.271
C: 0.94380 0.87849 -3.67992  -0.133
H: 1.59904 2.72603 0.89802  0.249
H: -1.21976 -0.55164 3.94617  0.147
S: 0.61140 -0.65965 6.44725  2.416
C: -0.28639 -2.28556 4.78321  -0.102
C: 0.48210 -1.94487 -4.16852  -0.122
H: 1.21358 1.90085 -3.45990  0.214
O: -0.39466 -1.85936 6.08130  -0.662
H: 0.57512 -2.94407 4.67250  0.216
C: -2.20429 -0.58768 0.73384  -0.301
H: 0.31870 -3.00909 -4.25297  0.272
H: -2.56868 -1.14286 -0.13050  0.188
H: 0.45443 3.50171 -1.58530  0.297
O: 1.37878 -1.14719 -7.44030  -0.293

---

Below is a cluster of 10 separate species, C7H34N10O11 in total, with properties calculated with the ωB97M-V functional and the def2-TZVPD basis.

Results
ΔE to the lowest compared entry with this formula, charge and spin, kJ/mol: 138.5
Molar mass, u: 434.41
SMILES: NC(N)=O.NC(N)=O.NC(N)=O.NC(N)=O.NC(N)=O.OCCO.O.O.O.O

Last column: natural (NBO) charge in e.
Geometry (Å):
O: 2.69305 2.77473 -2.76994  -0.653
C: 3.18839 1.71380 -3.12790  0.766
N: 2.49963 0.52477 -3.15866  -0.858
H: -4.59599 -2.14674 2.95806  0.410
H: -0.85729 0.60075 0.70198  0.487
C: -3.43062 -1.75942 -1.75905  0.783
C: 0.90222 -0.09440 0.27527  -0.096
O: 3.75456 -1.78155 -0.99201  -0.932
H: 2.90201 -0.34341 -3.45615  0.388
H: 4.82363 0.73318 -3.83421  0.378
O: 0.41494 -4.62300 -0.74243  -0.929
H: 4.34369 -1.36428 -1.62745  0.464
N: -3.38605 0.74502 2.45055  -0.880
N: -2.90075 -1.43456 -2.96080  -0.832
H: 1.25193 2.54535 0.58166  0.400
O: 0.03513 0.96544 0.76230  -0.768
H: 4.31251 1.76606 1.70282  0.405
H: -0.41691 -0.64952 -1.43803  0.158
H: -3.63432 -1.64188 1.56932  0.388
H: 1.01930 -2.30740 -3.88996  0.478
H: 4.90825 2.47886 -3.86272  0.416
O: -1.85857 -4.57467 1.00482  -0.942
H: 0.65032 3.92228 4.98835  0.393
H: -3.46345 0.85020 1.45735  0.369
N: 3.40251 2.15495 1.53628  -0.862
H: 2.38447 -2.85793 -4.28540  0.487
H: -1.38839 -2.32151 -0.32075  0.492
H: -3.02796 1.51039 3.02252  0.451
C: 0.13652 -1.08405 -0.60046  -0.101
O: -4.12862 -0.29835 4.33522  -0.663
H: -0.89365 4.07857 5.69391  0.408
H: 0.16367 -5.51560 -1.00680  0.481
N: 4.41787 1.62958 -3.64853  -0.835
H: -2.77310 -4.28711 0.92160  0.465
H: 0.91593 -1.75441 -0.98089  0.158
H: -0.49763 2.32866 2.07435  0.424
H: 1.30490 -0.65105 1.12470  0.195
H: -4.39161 0.05780 -1.64136  0.386
N: -4.10122 -1.44650 2.43664  -0.860
C: -3.87339 -0.31847 3.13291  0.762
H: 2.67295 1.66897 2.02988  0.387
H: -4.78928 -0.99760 -0.40399  0.415
H: 1.70073 0.34503 -2.57713  0.390
O: 1.96238 -2.13573 -3.80467  -0.956
H: 1.73792 0.45147 -0.16234  0.207
H: 3.01644 -2.10529 -1.52124  0.470
N: -0.33666 3.76695 4.91774  -0.840
H: 0.41961 -4.11821 -1.56169  0.455
O: -3.12584 -2.75026 -1.10039  -0.704
N: 1.84782 3.34856 0.47288  -0.858
O: -0.78804 -1.78015 0.21465  -0.741
C: -0.95699 3.12976 3.90222  0.786
O: 3.99976 4.10837 0.49812  -0.654
H: 1.51501 4.06923 -0.14177  0.411
C: 3.15660 3.27884 0.83050  0.766
H: 0.66710 3.46301 2.85160  0.395
N: -4.39160 -0.89814 -1.32448  -0.838
H: -3.27855 -0.63141 -3.42810  0.399
O: -2.16279 2.90398 3.86981  -0.690
H: -1.38985 -4.09329 0.31711  0.474
H: -2.16619 -1.98284 -3.36231  0.406
N: -0.11642 2.83420 2.85649  -0.860

---

Below is a cluster of 2 separate species, C3H7ClS in total, with properties calculated with the ωB97M-V functional and the def2-TZVPD basis.

Results
ΔE to the lowest compared entry with this formula, charge and spin, kJ/mol: 143.0
Molar mass, u: 110.61
SMILES: C=C(C)S.Cl

Last column: natural (NBO) charge in e.
Geometry (Å):
C: 0.68536 -0.13952 0.14535  -0.120
H: -0.13765 0.51919 -1.71309  0.229
H: -3.21401 -0.13090 -0.74414  0.224
C: 0.77089 0.59779 -1.15679  -0.673
H: 0.06157 1.43841 1.36990  0.197
Cl: -2.40688 -0.19903 0.09444  -0.225
H: -0.01465 -2.35677 0.98876  0.153
H: 0.58295 -0.04105 2.36331  0.216
S: 0.91393 -1.89995 -0.00142  -0.023
H: 1.61872 0.07822 -1.79902  0.237
C: 0.42460 0.41229 1.37384  -0.448
H: 0.71517 1.72133 -0.92114  0.233

---

Below is a structure of composition C34H33N5O8PdS, with properties calculated with the ωB97M-V functional and the def2-TZVPD basis.

Results
Charge: -2
ΔE to the lowest compared entry with this formula, charge and spin, kJ/mol: 0.0
Molar mass, u: 778.15

Last column: Mulliken charge in e.
Geometry (Å):
C: -2.59641 1.13057 -1.35071  0.484
O: 5.90576 -2.71961 -2.50505  -0.472
C: 4.58153 0.36260 -1.17498  -0.518
H: 3.23314 -2.70403 -3.02715  0.288
C: -1.14196 4.94050 -2.86177  -0.729
C: 1.29228 -4.84423 -0.91198  -0.100
H: 6.25984 -4.59538 -3.12663  0.250
C: 3.21642 0.31910 -1.46941  0.146
H: 4.68430 -4.38408 -2.31715  0.223
S: -2.76879 -3.63675 -1.56163  -0.459
H: 0.07855 1.60792 3.71667  0.411
C: -0.50090 -0.41982 3.43664  0.193
H: -1.79910 6.95317 -3.25283  0.361
C: 1.08273 -5.91157 1.22942  -0.493
H: -0.62959 -1.23308 -3.08138  0.206
H: -0.34455 -0.71366 7.31456  0.467
H: -0.23439 5.03565 -3.44498  0.403
C: 2.70320 -0.80582 -2.20330  -0.661
C: -3.17138 5.87892 -1.99732  -0.593
H: 4.96874 1.23164 -0.65390  0.414
O: 1.32378 1.79480 -1.50223  -0.648
H: -2.30846 -1.47406 -3.18546  0.289
C: 1.71228 -5.80228 -0.00046  -0.494
C: -0.06279 0.57837 5.60202  -0.589
C: -2.56378 3.61144 -1.46168  0.405
N: -3.66025 2.33240 0.30321  -0.301
C: 2.32665 1.36832 -0.93793  0.568
H: 6.53410 -0.55146 -1.31367  0.401
O: -1.06898 -2.97715 7.34254  -0.670
C: -2.01712 6.01711 -2.75308  -0.423
N: -1.40667 -1.89123 -3.02755  -0.366
C: 3.64293 -1.84360 -2.51601  -0.100
H: -1.16797 -3.39227 0.87848  0.260
H: 0.60246 -2.38356 -1.90443  -0.182
N: -1.10840 -2.94711 6.12014  1.046
C: -0.75453 -1.68247 5.44856  0.227
O: -1.42458 -3.89756 5.43163  -0.614
H: -4.01214 0.69498 2.63026  0.290
H: 2.51322 3.00965 0.44191  0.264
C: 0.24208 -3.99014 -0.59967  -0.116
C: -1.39492 3.74127 -2.22117  -0.440
N: -2.81291 2.40503 -0.81846  0.713
H: 1.83368 1.51571 1.10201  -0.148
H: -3.87010 6.70348 -1.91360  0.352
C: -0.80391 -1.62317 4.06680  -0.327
H: -1.06288 -2.49557 3.48452  0.398
C: -3.45199 4.68209 -1.35511  -0.323
H: -4.75062 -0.57776 1.66051  0.421
H: -4.36598 4.55493 -0.78979  0.434
H: 1.77738 -4.74385 -1.87557  0.331
H: -3.89971 3.10256 2.22390  0.395
C: 2.61354 1.92323 0.45360  -0.942
O: 0.19059 -1.11666 1.30694  -0.665
O: -1.26472 0.60425 1.46130  -0.297
H: -2.22347 2.60021 1.84484  0.064
H: -5.55766 0.99689 1.81749  0.374
O: 1.48327 -0.94840 -2.52959  -0.900
C: -0.53348 -0.30219 1.91238  -0.004
C: -3.13161 3.07069 1.45169  -1.009
O: -1.97683 0.89005 -2.38457  -0.771
H: -0.43774 -5.10918 2.51558  0.367
C: 4.97478 -1.74348 -2.20381  1.121
N: -0.13362 -3.01505 -1.54432  0.606
C: -3.85831 0.95096 0.51424  0.678
C: -0.38056 -0.60803 6.24166  -0.622
Pd: -0.25457 0.04036 -0.95229  0.808
C: -3.29055 0.22447 -0.45029  -0.533
H: 0.23870 1.43711 6.18949  0.362
C: -0.14046 0.67320 4.21836  -0.290
H: -2.90489 4.09122 1.14678  0.449
H: 3.57980 1.63842 0.86214  0.471
C: -1.37068 -2.79295 -2.01848  0.271
C: -4.59005 0.49638 1.72403  -1.776
H: 1.40768 -6.65777 1.94472  0.373
H: 4.91568 -3.79937 -3.97948  0.304
H: -0.71422 2.90430 -2.30029  0.494
C: 0.03991 -5.04819 1.54491  -0.676
C: -0.38141 -4.09050 0.63944  0.002
H: 2.52868 -6.46722 -0.25766  0.340
H: -3.28486 -0.84789 -0.56993  0.176
C: 5.47921 -0.61786 -1.54136  -0.969
C: 5.40342 -3.93192 -3.00779  -0.681

---

Below is a cluster of 5 separate species, H10O5 in total, with properties calculated with the ωB97M-V functional and the def2-TZVPD basis.

Results
ΔE to the lowest compared entry with this formula, charge and spin, kJ/mol: 121.4
Molar mass, u: 90.07
SMILES: O.O.O.O.O

Last column: natural (NBO) charge in e.
Geometry (Å):
H: -0.65033 1.27603 -0.76081  0.498
O: 0.22663 -0.48387 1.77916  -0.958
H: 2.02859 -0.97804 1.56869  0.471
H: 3.35944 -0.65346 2.24364  0.463
O: 0.18395 0.80122 -0.57187  -0.990
H: -0.52626 -0.99210 1.39352  0.494
H: 0.41737 -1.07990 2.51625  0.490
H: 0.28298 0.21709 -2.29984  0.491
O: 0.32577 -0.15784 -3.18213  -0.971
O: -3.01445 1.07376 -0.64030  -0.939
O: 2.97738 -1.13093 1.52333  -0.947
H: 0.29112 0.52368 0.32940  0.496
H: -3.90181 1.20652 -0.95913  0.476
H: -3.13961 1.02883 0.29694  0.465
H: 1.13923 -0.65100 -3.23686  0.462

---

Below is a structure of composition C16H9CaClIN2O5, with properties calculated with the ωB97M-V functional and the def2-TZVPD basis.

Results
Charge: +1
ΔE to the lowest compared entry with this formula, charge and spin, kJ/mol: 41.1
Molar mass, u: 511.69

Last column: natural (NBO) charge in e.
Geometry (Å):
C: 2.04500 3.91097 -1.38142  -0.077
H: -0.54812 3.97829 -2.19558  0.245
H: -0.76913 -4.10437 -2.33087  0.500
Cl: 1.67237 5.38035 -2.24202  0.013
H: -4.10243 -3.53211 0.59966  0.253
C: -0.86631 -0.96657 2.90500  0.798
C: -1.43946 -1.91578 1.84045  0.094
O: 2.98015 0.40926 0.68930  -0.928
C: 1.37476 1.75113 -0.48502  0.097
C: 3.62675 2.52282 -0.19511  -0.237
C: -0.87815 -2.93847 -0.15282  0.074
C: 2.71303 1.52673 0.03697  0.295
C: -0.80635 0.96336 -0.74393  0.062
O: -1.76083 -0.61831 3.80120  -0.624
C: 0.28398 -3.03879 -1.16298  0.798
C: 3.29213 3.70673 -0.90060  -0.202
O: 0.28549 -0.59454 2.86691  -0.643
C: -3.09286 -3.15285 0.68938  -0.131
H: -1.33658 -0.01213 4.42956  0.525
C: -2.16170 -3.43586 -0.30072  -0.191
H: -2.22381 2.20272 -1.79666  0.234
C: -2.74570 -2.36450 1.78128  -0.169
C: -1.20760 2.10588 -1.44248  -0.277
I: 5.56303 2.33497 0.48943  0.198
H: -3.46741 -2.10667 2.54375  0.264
N: -0.54846 -2.22749 0.91544  -0.493
H: -2.46226 -4.02483 -1.15873  0.233
H: -1.52865 0.17060 -0.56135  0.172
C: -0.27881 3.07894 -1.65776  -0.114
O: 0.10411 -3.69740 -2.28661  -0.595
C: 1.04125 2.92977 -1.18514  -0.034
Ca: 1.45496 -0.99290 0.86030  1.822
O: 1.33225 -2.48153 -0.92992  -0.629
H: 4.04783 4.46430 -1.05836  0.247
N: 0.40754 0.76827 -0.28056  -0.581

---

Below is an isolated molecule of C4H6N2O2, with properties calculated with the ωB97M-V functional and the def2-TZVPD basis.

Results
ΔE to the lowest compared entry with this formula, charge and spin, kJ/mol: 364.5
Molar mass, u: 114.10
SMILES: [H]/N=C(C=O)\C(N)=C/O

Last column: natural (NBO) charge in e.
Geometry (Å):
H: -0.20018 -2.13644 0.85554  0.468
N: -1.30278 1.27802 1.30421  -0.574
H: 0.62134 -0.33376 2.40771  0.121
C: -0.32305 0.00989 -0.61643  0.010
H: 0.09738 0.68058 -2.48354  0.384
C: 0.36701 -1.18091 -0.71836  0.072
H: -2.06222 1.56077 0.68670  0.356
C: 0.88250 0.05035 1.40074  0.371
O: 0.03870 -2.33536 -0.05976  -0.664
H: 0.80446 -1.42819 -1.67467  0.172
C: -0.46098 0.52136 0.75164  0.162
O: 1.99810 0.44014 1.11836  -0.478
H: -0.12379 1.91359 -1.35766  0.381
N: -0.33648 0.95997 -1.61449  -0.781

---

Below is a structure of composition C25H30IIrN4O2S, with properties calculated with the ωB97M-V functional and the def2-TZVPD basis.

Results
Charge: +1
ΔE to the lowest compared entry with this formula, charge and spin, kJ/mol: 269.7
Molar mass, u: 769.73
2S+1: 2

Last column: natural (NBO) charge in e.
Geometry (Å):
H: -2.43051 1.26884 3.94171  0.232
H: -1.06961 0.89434 2.03491  0.449
H: 3.97649 -5.60206 0.77861  0.235
I: 6.59809 -4.83806 2.24751  0.172
C: 2.07269 2.31644 -1.62509  -0.011
C: 1.59199 2.08744 -2.91729  -0.218
N: -3.75781 -2.54776 -1.24729  -0.314
C: -4.08711 2.11184 2.83161  -0.424
H: -4.57421 -2.06626 -3.16009  0.235
H: -2.32291 -2.52466 0.33741  0.231
C: 1.06809 3.11434 -3.67509  -0.203
N: -2.02861 1.20054 1.90531  -0.568
H: 1.69879 1.56114 0.99921  0.225
C: 4.15419 1.01304 -1.38259  -0.597
C: 1.94519 -0.10126 -1.22039  -0.008
C: 3.73529 -4.65926 1.24711  -0.259
C: -2.36991 1.68464 0.71401  0.345
H: -3.38341 0.07804 3.04071  0.200
C: -2.96641 1.09104 3.00861  -0.222
O: 0.33689 -2.59496 0.17661  -0.705
H: 4.71199 1.90174 -1.09789  0.224
H: 5.06179 -2.35636 3.35921  0.235
H: -5.42341 2.72964 1.23661  0.230
H: 1.65739 1.08354 -3.31559  0.208
H: 1.47679 5.64494 -1.48629  0.219
O: 0.72799 -0.93696 1.52761  -0.742
H: -4.90641 -4.25416 -1.49779  0.227
S: -1.19231 1.94734 -0.50039  -0.130
C: 1.01319 -2.10406 1.11441  0.768
N: -3.63531 2.01974 0.45561  -0.564
C: 2.20879 -2.82966 1.60071  -0.196
H: -2.32371 -0.48946 -3.28679  0.234
C: -3.78901 -1.90756 -2.45029  -0.077
H: -4.42261 -3.90476 0.17081  0.227
H: 0.63739 5.20584 -3.76209  0.221
Ir: -0.10071 -0.35666 -0.58089  0.961
H: -4.84991 1.96644 3.59371  0.242
C: 3.11809 -2.23476 2.47401  -0.146
H: 4.63219 0.14374 -0.93859  0.210
H: 3.36129 2.18104 0.91721  0.225
H: 4.17729 0.92314 -2.46479  0.216
H: 2.86799 -1.29866 2.95081  0.234
H: -3.68931 3.12204 2.93471  0.223
H: 0.70769 2.91284 -4.67219  0.219
C: 2.69529 1.13914 -0.88729  -0.248
H: 3.07139 0.45844 1.12781  0.224
C: 2.02469 3.61164 -1.12169  -0.165
C: 4.34579 -2.82776 2.70381  -0.262
C: -2.66531 -1.13816 -2.50749  -0.063
C: -4.69471 1.94464 1.44251  -0.223
C: 1.02919 4.40034 -3.16279  -0.207
H: -5.70351 -2.94446 -0.59979  0.218
H: -5.20271 0.97684 1.36421  0.200
C: 2.70679 1.35894 0.64141  -0.574
C: -2.64051 -2.15976 -0.61979  0.207
C: 2.51439 -4.05926 1.01771  -0.138
H: 2.49459 -0.97566 -1.55129  0.167
H: 2.39399 3.83704 -0.13459  0.209
C: -4.75501 -3.46146 -0.76499  -0.406
N: -1.95861 -1.30116 -1.35569  -0.559
H: 1.78929 -4.51356 0.36171  0.239
C: 1.50629 4.64284 -1.88409  -0.211
H: -3.82451 2.43014 -0.44569  0.434
C: 4.65909 -4.01486 2.05861  -0.105

---

Number 1: maximum force 5.5 eV Å⁻¹, total energy -48704.707 eV. Number 2: maximum force 2.1 eV Å⁻¹, total energy -45238.227 eV. Number 3: maximum force 5.0 eV Å⁻¹, total energy -26580.615 eV. Number 4: maximum force 1.1 eV Å⁻¹, total energy -73937.768 eV. Number 5: maximum force 2.0 eV Å⁻¹, total energy -10399.592 eV. Number 6: maximum force 1.3 eV Å⁻¹, total energy -69016.338 eV. Number 7: maximum force 3.7 eV Å⁻¹, total energy -11317.264 eV. Number 8: maximum force 5.3 eV Å⁻¹, total energy -58234.917 eV.